Molecular formula: C5H22N2O6
Method: DFT, ωB97M-V with the def2-TZVPD basis set

```
35
Properties=species:S:1:pos:R:3:mulliken_charge:R:1
H 1.725 -0.023 1.162 0.3316
O 1.405 2.113 0.998 -0.6132
O 1.846 -2.437 3.150 -0.6246
H 2.440 0.590 -1.388 0.3974
H -0.959 -2.517 3.222 0.2813
O -0.921 -1.651 2.811 -0.5779
H -1.116 0.949 -2.231 0.6132
H 0.446 2.270 1.012 0.3461
H 2.808 -0.832 -1.074 0.3257
H -0.532 -1.051 3.456 0.2838
O 1.362 2.036 -1.866 -0.6588
O 3.217 0.012 -1.322 -0.6389
H -3.200 1.977 0.540 0.4115
H -0.907 -2.749 -3.086 0.2722
H 3.159 0.363 1.405 0.3072
H -0.861 0.571 1.406 0.1878
N -0.085 -0.743 -2.859 -0.3069
C -2.312 1.429 0.228 -0.5412
C -1.033 -0.116 -2.029 -0.3056
C -0.226 -1.911 -3.302 -0.3085
H -2.877 -0.652 0.675 0.3168
H -1.910 1.958 -0.638 0.1525
H -1.587 -1.754 -0.808 0.3474
H 0.607 -2.320 -3.892 0.2447
H -1.740 1.748 2.201 0.2185
H -3.662 0.035 -0.697 0.3581
O 2.574 -0.400 1.413 -0.6349
C -1.662 -0.690 -1.016 -0.4159
H 2.156 -2.971 2.422 0.2850
H 1.859 2.857 0.588 0.2680
H 0.421 1.887 -1.896 0.2980
H 1.745 -1.510 2.936 0.3608
N -1.342 1.452 1.329 -0.4496
H 1.870 2.066 -2.676 0.2820
C -2.708 0.015 -0.174 -0.8135
```

Calculated values
DFT total energy in hartree: -764.58134
Orbital gap in eV: 9.762
LUMO in Ha: 0.0176
Structure (SMILES): C=N/C=C/CCN.O.O.O.O.O.O
Multiplicity: 1
ΔE to the lowest compared entry with this formula, charge and spin in kJ/mol: 381.3

---

Molecular formula: C41H33BrF6IMnN5O8S4
Method: DFT, ωB97M-V with the def2-TZVPD basis set

```
100
Properties=species:S:1:pos:R:3:lowdin_spin:R:1
C 4.297 1.182 -3.561 -0.0004
H 1.880 -0.619 5.869 0.0000
C -0.193 -5.775 4.055 -0.0001
C -2.014 2.738 3.205 -0.0005
C -1.748 -2.333 3.758 -0.0014
F -2.870 3.429 3.924 -0.0002
C 2.445 3.078 -2.687 0.0006
H 3.123 1.502 3.303 0.0021
H -4.491 -0.922 -0.064 0.0002
C 4.497 -0.948 2.912 0.0002
C -0.451 2.586 -9.076 0.0000
C -4.195 -1.777 -2.556 0.0007
C -3.070 -1.062 -2.191 0.0016
H 3.069 -0.262 -2.553 -0.0006
O -2.637 1.816 -1.087 0.0176
H 5.775 -2.401 1.994 0.0000
C 1.449 -0.961 4.931 0.0000
C 0.676 2.743 -8.249 0.0000
F -1.168 4.416 -0.170 -0.0002
C -1.359 -3.682 4.309 -0.0005
N -0.586 -1.413 3.723 -0.0094
C 6.402 -1.939 3.996 0.0001
C 2.287 1.730 -2.370 -0.0017
C -2.757 -0.320 -4.465 0.0006
H -1.713 -5.602 7.078 0.0000
H 6.790 -1.276 5.999 0.0000
H 2.993 1.255 5.043 0.0000
H 0.413 -6.443 3.456 0.0000
N -3.350 3.035 0.972 0.0029
H -2.393 -3.410 6.173 0.0000
C -0.600 -6.156 5.329 0.0001
C 0.702 2.238 -6.966 0.0000
H -3.139 -1.059 1.065 0.0001
H 5.019 0.456 -3.907 0.0000
C 1.126 1.322 -1.588 0.0048
F -1.438 1.805 3.981 0.0001
S -3.336 3.007 -0.613 0.0014
H -4.762 -2.353 -1.842 0.0000
C 4.236 -0.193 4.054 0.0000
H 1.711 3.797 -2.342 -0.0001
H -0.265 -4.250 2.545 -0.0010
N 1.800 0.002 3.884 -0.0007
H -0.459 -0.039 5.307 -0.0005
O 0.932 0.080 -1.279 -0.1072
Br -6.129 -2.719 -4.389 0.0001
C 5.574 -1.819 2.885 0.0000
C -1.579 1.919 -8.644 0.0000
H 4.865 0.270 6.053 0.0000
H 3.663 4.523 -3.696 -0.0001
S 1.300 1.168 1.560 0.0615
H 1.862 -1.947 4.706 0.0000
C -2.362 -0.346 -3.142 0.0014
H -2.133 -2.417 2.749 -0.0009
O -4.590 3.324 -1.193 0.0029
H -1.507 1.277 -2.593 0.0003
H -0.356 -1.752 5.763 0.0000
H -2.447 1.800 -9.280 0.0000
S -0.387 -1.637 1.107 -0.0666
C 1.081 0.062 2.771 0.0051
O -2.587 -1.015 -0.898 0.0289
C -3.898 -1.031 -4.837 0.0002
C 3.210 0.783 -2.804 0.0005
F -1.789 4.277 -2.243 0.0000
H -0.310 -7.121 5.723 0.0000
N -0.775 0.954 -5.352 0.0002
S -2.882 1.851 1.852 0.0046
N -2.552 0.692 -6.672 0.0000
C -0.048 -1.011 5.031 -0.0007
F -2.865 5.562 -0.871 0.0000
C -0.444 1.569 -6.540 0.0000
H 1.540 3.272 -8.629 0.0000
O 0.237 2.119 -1.177 -0.0117
C 3.054 0.748 4.080 0.0027
C -2.040 0.438 -5.505 0.0000
C -0.017 -0.985 2.631 -0.0029
I 6.081 3.132 -5.018 0.0007
C -1.572 1.398 -7.350 0.0000
C 5.062 -0.318 5.162 0.0002
C -3.531 -1.402 0.117 0.0015
Mn -0.663 0.419 -0.266 4.0127
H 1.568 2.359 -6.325 0.0000
H -0.187 0.820 -4.549 0.0000
C -2.211 4.424 -0.991 0.0000
H -4.216 -1.004 -5.869 0.0000
C -0.573 -4.544 3.545 -0.0008
C -4.593 -1.744 -3.887 0.0001
H 3.859 -0.846 2.039 0.0001
C -1.765 -4.068 5.580 0.0000
F -1.080 3.529 2.711 0.0000
H 7.247 -2.615 3.973 0.0000
H -2.503 -1.859 4.387 -0.0001
H -3.646 -2.485 0.133 0.0002
C 3.532 3.481 -3.442 -0.0006
C 4.450 2.529 -3.874 0.0022
O -3.903 1.063 2.460 0.0020
H -0.427 3.000 -10.077 0.0000
O -1.773 1.047 1.283 0.0225
C 6.147 -1.187 5.133 0.0000
C -1.388 -5.305 6.090 0.0000
O -1.237 0.348 -2.709 0.0249
```

Calculated values
DFT total energy in hartree: -8672.41712
Net charge: +1
Orbital gap (alpha / beta) in eV: 4.069 / 5.889
LUMO (alpha / beta) in Ha: -0.2183 / -0.1514
Multiplicity: 5
ΔE to the lowest compared entry with this formula, charge and spin in kJ/mol: 0.0

---

Molecular formula: H32O16
Method: DFT, ωB97M-V with the def2-TZVPD basis set

```
48
Properties=species:S:1:pos:R:3:mulliken_charge:R:1
O -2.324 2.338 2.097 -0.6333
H -2.394 2.954 -3.524 0.3001
O -2.823 0.812 0.086 -0.5750
H -0.620 0.657 2.079 0.2257
H 0.973 1.934 1.751 0.3935
H 2.972 0.722 0.882 0.2705
O 2.215 1.086 -0.923 -0.6869
H 0.620 -0.806 -2.895 0.4597
H 1.653 -2.427 -0.159 0.3268
H -1.165 0.673 -3.322 0.3772
O 2.513 -1.974 -0.252 -0.7012
H -2.579 -3.178 1.859 0.2687
O 0.089 -2.867 0.805 -0.7330
H 0.189 -0.152 0.446 -0.0798
O 3.486 0.965 1.641 -0.6286
O -1.004 -0.254 -3.481 -0.6766
H 1.289 3.094 2.589 0.2994
H -3.703 0.779 -0.239 0.2338
H -2.286 1.888 1.286 0.2579
H -0.724 -2.034 -1.067 0.1280
O -0.228 -0.175 -0.434 0.9139
O 1.412 2.778 1.686 -0.6527
H 1.460 0.488 -0.984 0.1833
O 0.275 0.430 2.227 -0.5082
O -1.746 2.348 -3.256 -0.6495
O -0.747 2.472 -0.758 -0.6836
H -1.530 -0.823 -2.925 0.3375
H 1.930 -1.314 2.359 0.2154
O 2.415 -1.546 3.123 -0.6187
H 2.373 1.331 -1.835 0.3199
H -1.464 3.102 -0.617 0.2370
H -1.539 -2.325 1.195 0.4897
H 2.912 -2.287 0.591 0.3600
H -0.517 0.738 -0.613 -0.1232
O 1.425 -1.270 -2.792 -0.6802
H 3.257 1.861 1.648 0.3718
H 0.410 0.262 3.165 0.2174
H -1.401 2.554 -2.415 0.4610
H 2.016 -2.386 3.426 0.3152
H 1.679 -1.436 -1.881 0.3249
H 0.026 2.812 -1.246 0.2609
O -2.462 -2.389 1.347 -0.6392
H -2.306 0.061 -0.221 0.1845
H -1.834 3.135 1.848 0.3511
H -0.238 -3.472 1.460 0.2726
H -0.658 -3.028 -2.238 0.3978
H -0.055 -3.471 0.077 0.2901
O -1.242 -2.659 -1.596 -0.7753
```

Calculated values
DFT total energy in hartree: -1222.99776
Orbital gap in eV: 9.641
LUMO in Ha: -0.0129
Multiplicity: 1
ΔE to the lowest compared entry with this formula, charge and spin in kJ/mol: 527.8

---

Molecular formula: C32H58N9OS
Method: DFT, ωB97M-V with the def2-TZVPD basis set

```
101
Properties=species:S:1:pos:R:3:mulliken_charge:R:1
C -3.901 4.793 3.912 -0.4178
C 0.463 -3.170 -3.199 -0.4530
H -0.704 0.901 4.020 0.3965
H -4.689 5.318 3.368 0.3101
N 2.852 3.340 6.565 -0.3592
N 1.947 1.670 4.760 -0.2877
C -4.133 4.892 5.426 -0.5051
C 2.230 -1.530 -3.764 0.2089
H -2.134 2.369 -2.080 0.2877
C 4.161 -6.246 -3.363 0.3475
H -8.750 0.455 7.579 0.3520
H -4.094 5.944 5.710 0.3537
C 6.118 -5.486 -4.679 -0.6102
C 5.238 4.679 -2.606 -0.4821
H 1.536 0.344 3.229 0.3433
H -7.265 0.489 6.629 0.2819
H -1.611 -2.620 -3.486 0.3692
C 1.145 2.292 -1.324 0.2848
H 3.318 -10.741 -5.078 0.3137
H 4.408 4.371 -0.642 0.2358
C 2.552 -9.964 -5.084 -0.3369
C 1.725 1.417 3.301 -1.0131
H 5.881 3.799 -2.565 0.2767
C -1.634 3.310 -1.840 -1.1120
H 0.166 1.463 -2.961 0.0174
C 0.608 2.419 -2.674 -0.0099
O 0.909 4.460 7.322 -0.2152
N 3.507 -6.031 -2.441 -0.5551
H 5.027 -3.741 -3.979 0.2023
N -7.244 3.092 8.367 -0.5163
C -7.629 2.198 7.754 0.2897
H 0.678 2.317 1.681 -0.1937
C 0.069 -9.516 -5.420 -1.1363
C -0.433 3.543 -2.751 -0.3517
H -0.779 -1.652 -2.268 0.2835
C -3.886 3.401 3.463 0.2265
H -0.767 3.623 -3.785 0.3798
H 5.765 5.451 -3.168 0.3100
C 4.993 -6.519 -4.533 -0.2068
H -10.817 1.822 6.746 0.3113
C -0.663 -2.144 -3.237 -1.1575
H 3.057 6.216 -1.658 0.2628
H 6.723 -5.763 -5.543 0.3405
C -0.786 1.433 3.064 -0.8737
H 0.956 -11.338 -4.694 0.3083
H -1.337 3.277 -0.790 0.2373
H -9.221 0.711 5.144 0.3169
C 0.521 2.177 2.748 0.5740
H 2.634 1.602 2.721 0.4871
H 0.240 -8.751 -6.178 0.3531
H -1.646 2.099 3.102 -0.0134
N -3.868 2.301 3.127 -0.5056
C 1.813 -2.557 -2.810 0.0464
H -0.004 -9.022 -4.449 0.2999
N 3.253 -8.128 -6.805 -0.5390
C -8.915 1.580 5.728 -0.3149
H -5.601 4.405 6.938 0.4168
H 4.133 2.285 5.058 0.2747
H 2.534 -9.505 -4.093 0.2779
H 0.044 4.491 -2.495 0.2060
C -10.140 2.399 6.113 -1.1852
C 5.593 -4.066 -4.854 -1.0722
H 0.224 -3.954 -2.479 0.3407
H 1.752 -2.101 -1.820 0.3086
H 1.053 1.844 5.218 0.3212
N 1.570 2.196 -0.259 -0.5750
N 2.549 -0.715 -4.510 -0.4906
H -5.507 3.223 5.644 0.2623
H -6.297 4.781 5.365 0.2883
H 6.770 -5.531 -3.804 0.3262
C 4.029 4.321 -3.344 0.2777
H 4.353 -6.514 -5.415 0.1609
H -0.977 0.674 2.304 0.3815
H 5.841 5.386 -0.676 0.3123
H -9.859 3.304 6.654 0.3533
H 4.943 -3.990 -5.727 0.3113
C 1.836 3.944 6.937 0.6898
H 1.229 -11.041 -6.401 0.2982
H 3.834 6.754 -0.173 0.3177
C 4.904 5.173 -1.193 -0.3418
C 2.951 -8.941 -6.050 0.3037
H 6.417 -3.365 -4.989 0.3837
H 2.583 -3.330 -2.778 -0.0725
C 4.023 6.416 -1.193 -1.0768
H -2.362 4.113 -1.951 0.3663
H 0.554 -3.650 -4.175 0.3103
C -8.123 1.085 6.945 -0.4250
H 1.434 2.629 -3.353 0.2145
H 0.476 3.148 3.263 0.1905
N 3.067 4.050 -3.911 -0.4645
H -8.258 2.176 5.091 0.2208
H -2.948 5.248 3.635 0.3053
H 5.405 -7.523 -4.429 0.3576
S 2.961 2.950 4.963 0.4042
H -0.893 -9.981 -5.633 0.3293
H 4.497 7.236 -1.734 0.3247
C -5.461 4.291 5.867 -1.0409
C 1.180 -10.558 -5.423 -0.4450
H -10.692 2.704 5.224 0.3376
H -0.474 -1.377 -3.990 0.3003
H -3.314 4.390 5.947 0.2732
```

Calculated values
DFT total energy in hartree: -2219.98540
Net charge: +1
Orbital gap in eV: 8.663
LUMO in Ha: -0.1451
Multiplicity: 1
ΔE to the lowest compared entry with this formula, charge and spin in kJ/mol: 0.0

---

Molecular formula: C9H11NO2
Method: DFT, ωB97M-V with the def2-TZVPD basis set

```
23
Properties=species:S:1:pos:R:3:mulliken_charge:R:1
H -4.185 -0.864 -2.195 0.2910
C -1.309 -0.571 -1.819 0.5856
C 0.983 0.876 1.647 -0.5448
C 0.629 0.315 -0.912 0.0777
O -2.126 -1.309 -2.638 -0.4401
C -3.331 -1.416 -1.854 -0.2052
H 3.385 0.258 3.037 0.2830
O -3.126 -0.970 -0.519 -0.4356
H 1.598 0.805 -0.947 0.0502
H 3.691 1.561 2.291 0.2733
C 2.366 0.556 1.167 -0.5383
H 0.467 1.778 2.131 0.2944
C -1.918 -0.345 -0.524 0.3978
H 2.202 -0.546 0.901 0.3686
N 3.525 0.587 2.009 -0.6740
H 2.620 1.256 0.325 0.2852
H 0.729 0.077 2.324 0.3135
H -3.534 -2.505 -1.741 0.2214
C -1.249 0.047 0.565 -0.7356
H -1.880 0.313 1.443 0.3134
C -0.030 -0.164 -2.056 -1.1138
C 0.125 0.404 0.395 0.4455
H 0.370 -0.143 -3.028 0.4868
```

Calculated values
DFT total energy in hartree: -554.68537
Orbital gap in eV: 8.749
LUMO in Ha: 0.0323
Structure (SMILES): NCCc1ccc2c(c1)OCO2
Multiplicity: 1
ΔE to the lowest compared entry with this formula, charge and spin in kJ/mol: 330.6